Computed, not measured: a molecular structure, C37H40O2P2Pb, with wB97M-V/def2-TZVPD.

```
! RIJCOSX wB97M-V def2-TZVPD def2/J DEFGRID3
* xyz 2 1
Pb 0.3618 2.9825 -0.3115
C 3.1587 2.2127 4.8210
C 3.1239 0.8814 4.6241
C 2.0141 -0.0629 5.1091
C 0.7019 0.2686 4.3916
C -0.0852 1.4454 4.9072
C 0.2579 2.4773 5.6852
C 1.4033 2.5694 6.6349
C 2.7308 3.0375 6.0220
C -0.4400 4.5105 1.3026
H 3.5752 2.8114 4.0256
H 3.9371 0.3397 4.1047
H 1.8171 0.0918 6.1807
H 2.2737 -1.1271 4.9084
H 0.9149 0.4952 3.3371
H 0.0578 -0.6217 4.3714
H -1.0902 1.4717 4.4560
H -0.3769 3.3672 5.5850
H 1.5184 1.6139 7.1436
H 1.1610 3.2445 7.4569
H 2.7086 4.1001 5.7491
H 3.5155 3.0288 6.8046
H 0.0242 5.5118 1.3775
H -0.4073 3.9744 2.2790
H -1.5097 4.6533 1.0490
P 0.8403 -1.5512 -2.8419
P -2.3968 -0.7250 -2.7381
C -0.3744 -2.4443 -1.8971
C -1.7131 -2.2244 -2.0597
C 1.3958 -2.8893 -4.0151
C 1.1632 -4.2387 -3.7041
C 1.5423 -5.2508 -4.5977
C 2.1003 -4.9096 -5.8446
C 2.2426 -3.5526 -6.2036
C 1.8972 -2.5459 -5.2934
C 2.0377 -1.3601 -1.4089
C 1.5989 -0.5735 -0.3264
C 2.4763 -0.2576 0.7065
C 3.7768 -0.7633 0.7178
C 4.1667 -1.6384 -0.3021
C 3.3133 -1.9330 -1.3727
C -3.8766 -1.5363 -3.5825
C -3.5735 -2.4956 -4.5749
C -4.6102 -3.0099 -5.3556
C -5.9312 -2.5824 -5.1325
C -6.2330 -1.6996 -4.0806
C -5.2023 -1.1704 -3.2979
C -3.1765 0.0347 -1.2374
C -3.6028 1.3767 -1.2852
C -4.2568 1.9375 -0.1905
C -4.4642 1.1887 0.9718
C -4.0275 -0.1375 1.0254
C -3.3702 -0.7104 -0.0681
H 0.0057 -3.2012 -1.1879
H -2.4460 -2.9887 -1.7567
H 0.6814 -4.5155 -2.7631
H 1.3996 -6.3085 -4.3345
H 2.4230 -5.6984 -6.5414
H 2.6224 -3.2843 -7.1996
H 2.0167 -1.4907 -5.5537
H 0.5714 -0.1962 -0.2896
H 2.1602 0.3986 1.5131
H 4.4642 -0.4886 1.5210
H 5.1492 -2.0966 -0.2651
H 3.6274 -2.6076 -2.1713
H -2.5441 -2.8361 -4.7364
H -4.3959 -3.7379 -6.1445
H -6.7404 -2.9355 -5.7815
H -7.2645 -1.4089 -3.8700
H -5.4206 -0.4817 -2.4776
H -3.4489 1.9515 -2.1999
H -4.6172 2.9621 -0.2595
H -4.9712 1.6403 1.8262
H -4.2030 -0.7346 1.9205
H -3.0447 -1.7507 -0.0067
C 3.3197 5.0146 1.3877
C 2.6292 4.0908 0.4145
O 2.0931 4.5539 -0.6649
O 2.4791 2.8389 0.7200
H 3.9284 5.7746 0.8912
H 3.9679 4.4333 2.0665
H 2.4691 5.4882 1.9175
*
```

Properties
**HOMO level (spin up / spin down)**: -12.61 / -12.61 eV
**Maximum force**: 0.0707 Eh/bohr
**LUMO level (spin up / spin down)**: -8.3 / -9.2 eV
**HOMO-LUMO gap (spin up / spin down)**: 4.3 / 3.4 eV
**Energy**: -66917.689 eV

***

Computed, not measured: a molecular structure, C37H40OP2Pd, with wB97M-V/def2-TZVPD.

```
! RIJCOSX wB97M-V def2-TZVPD def2/J DEFGRID3
* xyz 0 3
Pd 4.4373 -2.9805 0.9303
C 6.7130 -1.6555 0.8833
C 5.5403 -0.9291 1.0151
C 4.9778 -0.0930 -0.1067
C 3.8634 -0.7848 -0.9296
C 4.0696 -2.2690 -1.1607
C 5.2866 -2.8471 -1.4812
C 6.5710 -2.1385 -1.6802
C 7.4410 -1.8872 -0.3971
C 3.2936 -4.6339 1.0324
H 7.2585 -1.9076 1.7981
H 5.2337 -0.6558 2.0328
H 5.7915 0.2298 -0.7745
H 4.5437 0.8103 0.3552
H 2.9165 -0.6814 -0.3762
H 3.7548 -0.2515 -1.8868
H 3.1846 -2.8864 -1.3655
H 5.3098 -3.9136 -1.7137
H 6.4026 -1.1844 -2.2061
H 7.1826 -2.7981 -2.3259
H 8.0907 -2.7732 -0.2763
H 8.1184 -1.0358 -0.6204
H 3.6430 -5.2367 1.8833
H 3.4654 -5.1889 0.0935
H 2.2261 -4.3508 1.1162
P -3.1253 2.1412 1.6123
P -4.1647 0.1971 -0.8045
C -3.2389 2.7235 -0.1142
C -3.6151 1.8944 -1.1204
C -3.7060 3.6585 2.4719
C -3.6270 4.9532 1.9325
C -4.0578 6.0617 2.6865
C -4.5608 5.8771 3.9809
C -4.6707 4.5840 4.5041
C -4.2726 3.4775 3.7502
C -1.2942 2.1774 1.8894
C -0.5253 1.1698 1.2651
C 0.8665 1.1863 1.3981
C 1.4936 2.2091 2.1189
C 0.7270 3.1862 2.7679
C -0.6731 3.1475 2.6887
C -5.7901 0.3264 -1.7459
C -6.8079 1.1051 -1.1676
C -7.9852 1.3513 -1.8738
C -8.1573 0.8287 -3.1624
C -7.1612 0.0231 -3.7262
C -5.9915 -0.2628 -3.0034
C -3.1481 -0.7044 -2.0388
C -3.0673 -2.1072 -1.8656
C -2.3658 -2.8709 -2.7954
C -1.7348 -2.2667 -3.8808
C -1.7973 -0.8752 -4.0471
C -2.4840 -0.0862 -3.1045
H -3.0007 3.7729 -0.3040
H -3.6956 2.2437 -2.1543
H -3.2324 5.1433 0.9396
H -3.9863 7.0537 2.2418
H -4.8748 6.7510 4.5675
H -5.0727 4.4389 5.5075
H -4.3863 2.4700 4.1468
H -1.0305 0.3901 0.6878
H 1.4639 0.3940 0.9478
H 2.5808 2.2354 2.1910
H 1.2040 3.9735 3.3467
H -1.2716 3.8800 3.2410
H -6.6541 1.5287 -0.1690
H -8.7714 1.9558 -1.4218
H -9.0658 1.0465 -3.7249
H -7.2801 -0.3872 -4.7232
H -5.2355 -0.9186 -3.4326
H -3.5629 -2.5726 -1.0113
H -2.3233 -3.9575 -2.6696
H -1.1927 -2.8691 -4.6145
H -1.3282 -0.3894 -4.8968
H -2.4952 0.9979 -3.2260
C 6.5289 -4.6747 2.4619
C 5.9223 -4.3872 1.1425
O 6.3106 -4.9072 0.1137
H 5.7839 -4.9992 3.1931
H 7.0328 -3.7968 2.8764
H 7.2527 -5.4792 2.2878
*
```

Properties
**HOMO level (spin up / spin down)**: -5.21 / -7.81 eV
**Maximum force**: 0.0441 Eh/bohr
**LUMO level (spin up / spin down)**: 0.6 / -0.8 eV
**HOMO-LUMO gap (spin up / spin down)**: 5.8 / 7.0 eV
**Energy**: -63117.078 eV

***

Energy relative to the best compared isomer or geometry (same formula, charge and spin) values (in kJ/mol) by entry order: 0.0, 0.0.